{"formula": "C30H36AsN4O8PbS3", "method": "ωB97M-V/def2-TZVPD", "symbols": ["Pb", "C", "N", "C", "C", "C", "C", "C", "C", "N", "C", "C", "C", "C", "C", "C", "N", "C", "C", "C", "C", "C", "N", "H", "H", "H", "H", "H", "H", "H", "H", "H", "H", "H", "H", "H", "H", "H", "H", "H", "H", "O", "As", "O", "O", "C", "C", "C", "C", "C", "C", "S", "O", "O", "O", "H", "H", "H", "H", "H", "C", "O", "C", "S", "S", "H", "H", "H", "C", "C", "O", "C", "C", "H", "H", "H", "H", "H", "H", "H", "H", "H", "H"], "positions_angstrom": [[-0.14516, 0.12581, -0.04094], [-3.12935, 2.06771, -0.46411], [-2.75599, 0.78927, 0.16767], [-3.55814, -0.29674, -0.39339], [-3.05163, -1.66956, -0.01261], [-3.89138, -2.77183, -0.04592], [-3.37416, -4.01849, 0.26756], [-2.03683, -4.13065, 0.61568], [-1.26652, -2.98363, 0.63372], [-1.76683, -1.78434, 0.32533], [-2.94321, 0.86406, 1.62402], [-1.95116, 1.79429, 2.28098], [-2.18390, 2.28793, 3.55574], [-1.22959, 3.10365, 4.13759], [-0.08344, 3.41739, 3.42338], [0.06747, 2.88071, 2.16008], [-0.84304, 2.08210, 1.60044], [-2.38068, 2.38284, -1.73797], [-3.04306, 2.89286, -2.84647], [-2.29905, 3.29911, -3.94421], [-0.92032, 3.17579, -3.90090], [-0.34688, 2.63255, -2.76195], [-1.05399, 2.24604, -1.70423], [-4.20848, 2.09052, -0.65864], [-2.92102, 2.87046, 0.24333], [-4.60856, -0.20819, -0.08324], [-3.54415, -0.20001, -1.48401], [-4.93429, -2.65000, -0.30841], [-4.01141, -4.89260, 0.24774], [-1.59793, -5.08316, 0.87492], [-0.21619, -3.00483, 0.90377], [-3.96642, 1.18085, 1.86750], [-2.80973, -0.13504, 2.04702], [-3.09144, 2.02570, 4.08349], [-1.37819, 3.49000, 5.13714], [0.68538, 4.05297, 3.83863], [0.95279, 3.08911, 1.56991], [-4.12186, 2.98132, -2.84239], [-2.79022, 3.70490, -4.81881], [-0.29943, 3.48447, -4.73027], [0.72736, 2.50065, -2.69161], [2.10033, 0.55692, 4.01990], [1.12396, -0.81794, 3.49910], [0.01757, -1.20557, 4.62014], [0.66057, -0.35192, 1.97105], [2.42711, -2.25637, 3.30884], [2.50083, -3.00839, 4.47672], [3.39317, -4.06412, 4.61033], [4.23417, -4.38852, 3.56252], [4.17357, -3.66274, 2.38260], [3.27628, -2.60990, 2.24928], [3.31624, -1.87508, 0.62571], [4.34888, -2.50687, -0.11824], [3.88260, -0.38277, 0.91162], [2.00377, -1.78646, 0.05083], [1.99499, 0.67045, 4.97345], [1.82503, -2.76302, 5.28695], [3.42251, -4.62578, 5.53433], [4.93843, -5.20474, 3.64669], [4.82324, -3.91568, 1.55807], [3.74761, 3.96386, -1.52884], [3.20704, 2.97878, -0.62997], [3.87652, 1.83282, -0.49250], [5.17893, 1.32117, -1.28539], [2.98377, 1.00110, 0.78790], [4.75846, 4.22833, -1.22647], [3.08196, 4.81707, -1.44957], [3.76611, 3.57063, -2.54366], [-1.87140, -0.67192, -4.48705], [-1.22455, -1.43063, -3.34386], [-0.04960, -0.79181, -2.86093], [1.11714, -1.12212, -3.61539], [2.28697, -0.32470, -3.08973], [-2.82118, -1.13575, -4.75936], [-1.24118, -0.66430, -5.37632], [-2.06244, 0.36138, -4.19065], [-0.98939, -2.46094, -3.63305], [-1.91037, -1.48796, -2.49495], [0.94822, -0.89564, -4.67325], [1.30483, -2.19777, -3.52647], [2.11876, 0.74547, -3.22238], [3.19530, -0.59056, -3.63043], [2.45585, -0.53198, -2.03316]], "atomic_forces_ev_per_a": [[0.1, 0.4, -0.3], [0.0, 0.0, 0.0], [0.0, 0.0, 0.1], [0.0, 0.0, 0.0], [0.0, 0.0, 0.0], [0.0, 0.0, 0.0], [0.0, 0.0, 0.0], [0.0, 0.0, 0.0], [0.0, 0.0, 0.1], [0.0, 0.0, -0.1], [0.0, 0.0, 0.0], [0.0, 0.0, 0.0], [0.0, 0.0, 0.0], [0.0, 0.0, 0.0], [0.0, 0.0, 0.0], [0.0, 0.0, 0.0], [0.0, -0.1, 0.0], [0.0, 0.0, 0.0], [0.0, 0.0, 0.0], [0.0, 0.0, 0.0], [0.0, 0.0, 0.0], [0.0, 0.0, 0.0], [-0.1, 0.0, 0.0], [0.0, 0.0, 0.0], [0.1, 0.0, 0.0], [0.0, 0.0, 0.0], [0.0, 0.0, 0.0], [0.0, 0.0, 0.0], [0.0, 0.0, 0.0], [0.0, 0.0, 0.0], [0.0, 0.0, 0.0], [0.0, 0.0, 0.0], [0.0, 0.0, 0.0], [0.0, 0.0, 0.0], [0.0, 0.0, 0.0], [0.0, 0.0, 0.0], [0.0, 0.0, 0.0], [0.0, 0.0, 0.0], [0.0, 0.0, 0.0], [0.0, 0.0, 0.0], [0.0, 0.0, 0.0], [0.0, 0.0, 0.0], [0.2, -0.1, -0.1], [-0.1, 0.0, 0.0], [-0.2, -0.1, 0.3], [0.0, 0.0, 0.0], [0.0, 0.0, 0.0], [0.0, 0.0, 0.0], [0.0, 0.0, 0.1], [0.0, 0.0, 0.0], [0.0, 0.1, 0.0], [0.1, 0.0, -0.2], [0.0, 0.0, 0.0], [-0.2, 0.0, 0.4], [0.0, 0.0, 0.0], [0.0, 0.0, 0.0], [0.0, 0.0, 0.0], [0.0, 0.0, 0.0], [0.0, 0.0, 0.0], [0.0, 0.0, 0.0], [0.0, 0.0, 0.0], [0.0, 0.0, 0.0], [0.0, -0.1, -0.1], [0.0, 0.0, 0.0], [0.1, 0.1, 0.0], [0.0, 0.0, 0.0], [0.0, 0.0, 0.0], [0.0, 0.0, 0.0], [0.0, 0.0, 0.0], [0.0, 0.0, 0.0], [0.0, -0.1, 0.0], [0.0, 0.0, 0.0], [0.0, 0.0, 0.0], [0.0, 0.0, 0.0], [0.0, 0.0, 0.0], [0.0, 0.0, 0.0], [0.0, 0.0, 0.0], [0.0, 0.0, 0.0], [0.0, 0.0, 0.0], [0.0, 0.0, 0.0], [0.0, 0.0, 0.0], [0.0, 0.0, 0.0], [0.0, 0.0, 0.0]], "lowdin_charge": [1.474, -0.118, -0.226, -0.129, -0.278, 0.000, -0.028, -0.025, -0.093, 0.001, -0.122, -0.274, 0.003, -0.030, -0.036, -0.119, 0.023, -0.270, -0.015, -0.050, -0.044, -0.126, 0.046, 0.132, 0.134, 0.139, 0.133, 0.124, 0.119, 0.117, 0.107, 0.142, 0.137, 0.125, 0.118, 0.116, 0.103, 0.118, 0.117, 0.113, 0.100, -0.249, 0.849, -0.447, -0.699, -0.214, -0.083, -0.045, -0.045, -0.048, -0.248, 0.612, -0.237, -0.595, -0.381, 0.052, 0.102, 0.116, 0.116, 0.114, -0.072, -0.240, -1.133, 0.804, 0.969, 0.090, 0.096, 0.083, -0.051, -0.264, -0.282, -0.250, -0.064, 0.085, 0.077, 0.059, 0.127, 0.090, 0.120, 0.129, 0.066, 0.093, 0.037], "charge": 1, "homo_energy_ev": -11.148, "orbital_gap_ev": 9.0, "fmax_ha_per_bohr": 0.0106, "total_energy_ha": -5608.73092, "e_lumo_ha": -0.080}